A gas-phase ion, C4H10NS (charge +1) in a non-equilibrium geometry. Source: the Open Molecules 2025 dataset; level of theory: the ωB97M-V functional and the def2-TZVPD basis.

Atoms and positions in Å:
C: -1.231809 1.560380 0.256272
C: 0.240597 0.205964 -1.454143
H: -0.490286 1.917049 0.924875
C: 1.007631 -0.260697 -0.331969
H: 1.961137 -1.710436 0.852705
H: 1.544387 -2.342509 -0.566705
N: 1.265821 -1.555456 0.087181
C: -0.742956 0.312630 -0.350346
H: -2.230424 1.504658 0.854232
H: -1.447963 2.201500 -0.712135
H: 0.483350 1.198105 -1.921531
H: 1.522333 0.504732 0.208892
H: -0.029182 -0.488148 -2.185311
H: -1.499095 -0.994080 1.532407
H: 0.231417 -1.839486 0.458744
S: -1.650602 -1.164996 0.119500

Forces on atoms 1 to 6 (eV/Å):
-2.33 1.39 -1.57
-1.13 1.51 -1.38
0.63 1.17 0.38
-0.53 4.16 1.09
-0.75 0.96 -0.46
-0.62 1.44 0.04

Calculated values
ΔE to the lowest compared entry with this formula, charge and spin: 278.3 kJ/mol
Maximum force: 4.42 eV/Å
Multiplicity: 1
Molar mass: 104.20 g/mol
SMILES string: C[C@@]1(S)C[C@@H]1[NH3+]
Total charge: +1
E_HOMO: -13.2 eV
LUMO: -3.4953 eV
Frontier orbital gap: 9.7 eV

Mulliken population analysis, charges in e, atoms 1 to 2: -1.22, -0.44